Entry 1:
A gas-phase ion, C6H13N2OS (charge +1) at a distorted geometry. Source: the OMol25 dataset; level of theory: ωB97M-V/def2-TZVPD.

Calculated values
Energy relative to the best compared isomer or geometry (same formula, charge and spin), eV: 2.561
SMILES: C=C(S)/C(=[NH+]\CNC)OC
HOMO energy, eV: -12.997
Calculated total energy, eV: -22286.8918
Molecular weight, u: 161.25
HOMO-LUMO gap, Eh: 0.3543

Structure (ORCA input):
```
! RIJCOSX wB97M-V def2-TZVPD def2/J DEFGRID3
* xyz 1 1
C -0.92 0.34 1.22
C 0.51 -0.72 -0.49
C -1.25 -2.56 -0.52
C -0.61 2.83 1.03
C 2.93 -0.67 -0.63
C -0.75 -1.39 -1.04
N 0.38 -0.01 0.58
N -1.41 1.60 0.82
O 1.59 -1.00 -1.17
S -1.70 -0.36 -2.16
H -1.51 -0.50 1.07
H -0.76 0.35 2.41
H -2.07 -3.13 -0.85
H -1.94 1.69 -0.09
H -0.55 -3.15 0.17
H 0.19 2.94 0.37
H -0.18 2.65 2.02
H -1.29 3.72 0.98
H 3.50 -1.61 -0.79
H 2.96 -0.32 0.42
H 3.38 0.10 -1.30
H 1.23 0.54 1.02
H -1.73 -1.30 -3.09
*
```

Entry 2:
A gas-phase ion, C6H13N2OS (charge +1) at a distorted geometry. Source: the OMol25 dataset; level of theory: ωB97M-V/def2-TZVPD.

Calculated values
Energy relative to the best compared isomer or geometry (same formula, charge and spin), eV: 3.246
HOMO energy (spin up / spin down), eV: -12.247 / -12.248
Calculated total energy, eV: -22286.2073
Molecular weight, u: 161.25
HOMO-LUMO gap (spin up / spin down), Eh: 0.3146 / 0.3146

Structure (ORCA input):
```
! RIJCOSX wB97M-V def2-TZVPD def2/J DEFGRID3
* xyz 1 1
C -0.98 0.84 -1.23
C -1.07 0.97 0.30
C 0.05 -0.81 -0.18
C -0.23 -1.12 -2.74
C 0.74 2.30 1.43
C 0.98 -2.90 1.41
N -0.56 -0.45 -1.45
N -0.72 2.23 0.92
O -1.11 1.79 -1.97
S -0.42 -2.35 0.40
H -1.89 0.57 0.84
H 0.95 -0.48 0.01
H -1.15 -1.46 -3.26
H 0.32 -0.47 -3.30
H 0.38 -2.00 -2.48
H 0.75 2.88 2.43
H 1.09 1.30 1.74
H 1.25 2.77 0.55
H 1.91 -2.62 0.91
H 0.94 -3.97 1.62
H 0.97 -2.33 2.33
H -0.77 2.86 0.16
H -1.42 2.43 1.58
*
```